Record 1
{
  "formula": "C24H27N3O5S2",
  "method": "ωB97M-V/def2-TZVPD",
  "species": ["C", "O", "C", "C", "N", "C", "C", "O", "C", "S", "O", "O", "C", "C", "C", "C", "C", "O", "N", "C", "N", "C", "C", "S", "C", "C", "C", "C", "C", "C", "C", "C", "C", "C", "H", "H", "H", "H", "H", "H", "H", "H", "H", "H", "H", "H", "H", "H", "H", "H", "H", "H", "H", "H", "H", "H", "H", "H", "H", "H", "H"],
  "positions_angstrom": [[3.49901, 1.79039, 1.24267], [3.18623, 1.35996, -0.05832], [3.97438, 1.98072, -1.05000], [3.55364, 1.48582, -2.43831], [3.43216, 0.05629, -2.56038], [4.51301, -0.79813, -2.13836], [5.77771, -0.57438, -2.98297], [6.55025, 0.53643, -2.58501], [7.43019, 0.27789, -1.51880], [1.90177, -0.58241, -2.54589], [1.07532, 0.27211, -3.34772], [2.02741, -1.96343, -2.91659], [1.29158, -0.51636, -0.85968], [0.41292, 0.48895, -0.50748], [-0.03888, 0.56744, 0.79544], [0.40128, -0.36186, 1.73632], [-0.02554, -0.22811, 3.15892], [0.75430, -0.10439, 4.07652], [-1.37881, -0.19753, 3.37946], [-2.40723, -0.47884, 2.51364], [-3.58531, 0.00963, 2.65680], [-4.44392, -0.45853, 1.70900], [-3.90530, -1.35140, 0.82331], [-2.23772, -1.63811, 1.18679], [-4.69287, -1.98585, -0.26648], [-5.77091, -0.99900, -0.72575], [-6.52223, -0.38863, 0.42884], [-7.86285, -0.05985, 0.32473], [-8.52306, 0.56579, 1.37102], [-7.84218, 0.87839, 2.53535], [-6.50319, 0.55697, 2.65818], [-5.84110, -0.07622, 1.61311], [1.29905, -1.35884, 1.37095], [1.73583, -1.44350, 0.06042], [3.31633, 2.86536, 1.35835], [4.54913, 1.58681, 1.48719], [2.85391, 1.23593, 1.92096], [3.84789, 3.07338, -1.01211], [5.03745, 1.76018, -0.88013], [2.57278, 1.88056, -2.70370], [4.29412, 1.84761, -3.15876], [4.15637, -1.81551, -2.30255], [4.73693, -0.66316, -1.07207], [6.39425, -1.48308, -2.95805], [5.47685, -0.37911, -4.01484], [6.90280, -0.01515, -0.60356], [8.14155, -0.51550, -1.77916], [7.97418, 1.20338, -1.33843], [0.09246, 1.18750, -1.26330], [-0.72413, 1.34930, 1.09022], [-1.66581, 0.07428, 4.31398], [-5.16148, -2.90152, 0.11334], [-4.04821, -2.26345, -1.10156], [-5.28974, -0.18563, -1.28088], [-6.46428, -1.49725, -1.40448], [-8.39841, -0.29204, -0.58496], [-9.57004, 0.81169, 1.27300], [-8.35582, 1.37133, 3.34729], [-5.95291, 0.78798, 3.55691], [1.64011, -2.06207, 2.11559], [2.40877, -2.22326, -0.25798]],
  "mulliken_charge": [-0.773, 0.018, -0.497, -1.116, 0.159, -0.164, -1.087, -0.329, -0.743, 1.340, -0.743, -0.758, 0.077, -0.481, -0.266, 0.561, -0.377, -0.656, 0.003, 0.376, -0.734, 0.304, 0.327, -0.126, -0.740, -1.130, 0.422, -0.613, -0.593, -0.572, -0.709, 0.677, -0.755, -0.584, 0.295, 0.295, 0.170, 0.458, 0.333, 0.544, 0.359, 0.487, 0.188, 0.441, 0.358, 0.303, 0.348, 0.230, 0.579, 0.527, 0.283, 0.258, 0.408, 0.316, 0.391, 0.390, 0.384, 0.391, 0.466, 0.529, 0.554],
  "charge": 0,
  "smiles": "COCCN(CCOC)S(=O)(=O)c1ccc(C(=O)Nc2nc3c(s2)CCc2ccccc2-3)cc1",
  "e_homo_ev": -7.90,
  "e_above_lowest_kcal_mol": 5.26,
  "e_lumo_ev": 0.1
}


Record 2
{
  "formula": "C24H27N5O3Se3Zr",
  "method": "ωB97M-V/def2-TZVPD",
  "species": ["Zr", "O", "C", "N", "C", "C", "C", "C", "C", "C", "N", "C", "O", "C", "C", "C", "C", "C", "N", "C", "C", "C", "C", "C", "N", "H", "H", "H", "H", "H", "H", "H", "H", "H", "H", "H", "H", "C", "Se", "C", "C", "Se", "C", "H", "H", "H", "H", "H", "H", "H", "H", "H", "H", "C", "C", "N", "O", "H", "H", "H", "H", "H", "Se"],
  "positions_angstrom": [[-5.48604, -14.76607, 3.62860], [-3.07317, -17.08718, 6.53676], [-3.71877, -16.31046, 5.86541], [-4.38773, -16.48397, 4.68559], [-4.21065, -17.58258, 3.77448], [-4.14200, -18.89370, 4.20982], [-4.24200, -19.94143, 3.31010], [-4.41201, -19.69823, 1.97821], [-4.48477, -18.36246, 1.51346], [-4.28705, -17.30441, 2.38344], [-4.47492, -15.92197, 2.03491], [-3.86617, -15.42969, 0.96704], [-3.29354, -16.04903, 0.07849], [-3.83382, -13.87449, 0.98709], [-3.22206, -13.18547, -0.05198], [-3.11597, -11.78065, 0.01300], [-3.67946, -11.13560, 1.11524], [-4.27185, -11.93264, 2.05926], [-4.34925, -13.27292, 2.04866], [-3.94153, -14.84535, 6.35258], [-3.39460, -14.41542, 7.54087], [-3.48255, -13.07881, 7.93834], [-4.09418, -12.16671, 7.06252], [-4.59361, -12.66407, 5.88694], [-4.47904, -13.95529, 5.52352], [-4.00846, -19.15563, 5.22271], [-4.12647, -20.92899, 3.69169], [-4.51780, -20.54838, 1.30681], [-4.59210, -18.24829, 0.44105], [-2.85644, -13.78956, -0.88565], [-2.59572, -11.25246, -0.76289], [-3.60954, -10.07061, 1.20327], [-4.66365, -11.49116, 2.95177], [-2.85894, -15.14423, 8.16702], [-3.11022, -12.82537, 8.92738], [-4.33618, -11.14144, 7.24757], [-5.17655, -12.03210, 5.21544], [-8.61772, -13.44079, 7.35156], [-7.01715, -14.34051, 7.91470], [-7.95912, -15.56937, 9.17987], [-7.62555, -17.00075, 8.77689], [-5.71931, -17.28221, 8.96592], [-5.59500, -18.83413, 7.77244], [-9.30908, -13.36574, 8.15252], [-9.10671, -13.95205, 6.53327], [-8.42114, -12.43904, 6.95775], [-9.02470, -15.24367, 9.07837], [-7.58471, -15.38198, 10.16471], [-7.82778, -17.23598, 7.76507], [-8.17570, -17.74411, 9.38357], [-5.98318, -19.69805, 8.33841], [-4.53526, -18.99514, 7.67845], [-6.07497, -18.59806, 6.84426], [-8.26650, -18.17147, 3.83123], [-7.84056, -16.76143, 3.99271], [-8.39398, -16.01115, 4.95522], [-6.96204, -16.32925, 3.23638], [-9.15587, -18.46368, 4.38798], [-7.40914, -18.82626, 4.14967], [-8.44268, -18.48550, 2.79829], [-9.10517, -16.43446, 5.56039], [-8.08576, -15.01945, 5.01552], [-7.13303, -13.01384, 4.07141]],
  "mulliken_charge": [1.024, -0.677, -0.485, 0.300, 0.411, -0.366, -0.755, -0.783, -0.522, -0.294, 0.132, 0.214, -0.730, 0.404, -0.730, -0.193, -0.999, 0.063, 0.098, 0.457, -0.470, -0.359, -0.927, 0.004, 0.437, 0.557, 0.447, 0.385, 0.442, 0.445, 0.450, 0.454, 0.334, 0.453, 0.415, 0.441, 0.302, -1.300, 0.456, -0.978, -0.216, 0.000, -0.585, 0.465, 0.302, 0.365, 0.352, 0.379, -0.108, 0.429, 0.491, 0.242, -0.106, -1.190, 1.034, 0.007, -0.426, 0.431, 0.159, 0.338, 0.226, -0.392, -0.758],
  "charge": 0,
  "e_homo_ev": -7.54,
  "e_above_lowest_kcal_mol": 9.07,
  "e_lumo_ev": -0.4
}


Record 3
{
  "formula": "C24H27N6OPd",
  "method": "ωB97M-V/def2-TZVPD",
  "species": ["Pd", "C", "C", "C", "C", "C", "C", "N", "N", "C", "C", "C", "C", "C", "C", "H", "H", "H", "H", "H", "H", "H", "H", "H", "N", "C", "O", "C", "C", "C", "C", "N", "C", "H", "H", "H", "H", "H", "H", "C", "C", "N", "C", "C", "N", "C", "C", "H", "H", "H", "H", "H", "H", "H", "H", "H", "H", "H", "H"],
  "positions_angstrom": [[0.14271, -0.81111, 0.26957], [4.61783, 2.14597, -1.32042], [4.07799, 1.06413, -2.00470], [3.25053, 0.16758, -1.34738], [2.98488, 0.35945, -0.00191], [3.53421, 1.42043, 0.70062], [4.34983, 2.32089, 0.03011], [2.11207, -0.55939, 0.67738], [2.60801, -1.11202, 1.67438], [1.70092, -1.93597, 2.33969], [2.16240, -2.60804, 3.46356], [1.28515, -3.41504, 4.16689], [-0.02354, -3.51400, 3.72640], [-0.46887, -2.82746, 2.59367], [0.37996, -2.02418, 1.84781], [5.26039, 2.84525, -1.83809], [4.30948, 0.91430, -3.05092], [2.83329, -0.68933, -1.86009], [3.32747, 1.52754, 1.75782], [4.78617, 3.15289, 0.56671], [3.19300, -2.48131, 3.76680], [1.61260, -3.95116, 5.04630], [-0.72508, -4.13514, 4.26880], [-1.50831, -2.96087, 2.32936], [1.38352, 4.57689, -0.17490], [0.77040, 4.40267, -1.37711], [0.36594, 5.31136, -2.06563], [0.57945, 2.97632, -1.81827], [0.49987, 2.70882, -3.17913], [0.32348, 1.40166, -3.59487], [0.20654, 0.41092, -2.63744], [0.23572, 0.66457, -1.32764], [0.42876, 1.92691, -0.92981], [1.58580, 5.52861, 0.08819], [1.97429, 3.85860, 0.20802], [0.58025, 3.52921, -3.88027], [0.27841, 1.14448, -4.64349], [0.07285, -0.62552, -2.92334], [0.45069, 2.09209, 0.14141], [-2.62162, -0.52082, 1.33630], [-4.16130, -0.56006, 1.19349], [-4.53878, -1.29868, -0.00665], [-4.07799, -0.55771, -1.17465], [-2.57723, -0.20120, -1.03228], [-1.97771, -1.00330, 0.07715], [-2.36061, -2.42166, -0.21192], [-3.87521, -2.59969, 0.01123], [-2.27140, -1.14000, 2.15693], [-2.25860, 0.49192, 1.51591], [-4.57568, 0.44604, 1.12084], [-4.61209, -1.03795, 2.06328], [-4.67214, 0.34942, -1.28598], [-4.24945, -1.17256, -2.05901], [-2.43836, 0.85302, -0.79272], [-2.03566, -0.41778, -1.94900], [-1.76823, -3.09827, 0.39054], [-2.08731, -2.60143, -1.25284], [-4.07795, -3.07195, 0.97409], [-4.30173, -3.23834, -0.76276]],
  "mulliken_charge": [0.249, -0.491, -0.716, -0.370, 0.419, -0.335, -0.648, 0.675, -0.970, 0.672, -0.398, -0.562, -1.101, 0.026, 0.255, 0.454, 0.436, 0.482, 0.454, 0.461, 0.486, 0.393, 0.426, 0.202, -0.285, -0.155, -0.587, 0.319, -0.127, -1.176, -0.718, 0.440, -0.235, 0.251, 0.154, 0.534, 0.479, 0.650, 0.615, -0.467, -0.750, -0.143, -0.950, -0.652, 0.474, -0.577, -0.738, 0.262, 0.418, 0.238, 0.396, 0.365, 0.332, 0.495, 0.222, 0.347, 0.402, 0.301, 0.366],
  "charge": 1,
  "e_homo_ev": -11.37,
  "e_above_lowest_kcal_mol": 0.00,
  "e_lumo_ev": -3.7
}


Record 4
{
  "formula": "C24H28AgCl4N4",
  "method": "ωB97M-V/def2-TZVPD",
  "species": ["Ag", "C", "N", "C", "C", "C", "C", "C", "C", "C", "C", "N", "C", "C", "C", "H", "H", "H", "H", "H", "H", "H", "H", "H", "H", "H", "H", "H", "H", "C", "N", "C", "C", "C", "C", "C", "C", "C", "C", "N", "C", "C", "C", "H", "H", "H", "H", "H", "H", "H", "H", "H", "H", "H", "H", "H", "H", "Cl", "Cl", "Cl", "Cl"],
  "positions_angstrom": [[0.35239, -0.24225, -0.01225], [-0.05450, 1.79434, -2.80862], [-1.44461, 2.20352, -3.00184], [-1.69659, 3.47244, -3.40055], [-3.00281, 3.84426, -3.66247], [-4.02840, 2.90470, -3.65162], [-3.72410, 1.63215, -3.18776], [-2.42705, 1.30858, -2.85646], [-5.42016, 3.23004, -4.05042], [-5.94565, 4.51898, -3.84090], [-7.27642, 4.80811, -4.08627], [-8.06405, 3.86095, -4.59072], [-7.64860, 2.60502, -4.73517], [-6.31834, 2.26853, -4.51854], [-9.42730, 4.18434, -5.06471], [0.24405, 2.40557, -1.95814], [0.55675, 1.91669, -3.70213], [0.02046, 0.73867, -2.58628], [-0.82045, 4.00578, -3.73757], [-3.17811, 4.72560, -4.26854], [-4.49438, 0.89750, -2.99728], [-2.10262, 0.38901, -2.36171], [-5.28846, 5.24400, -3.38099], [-7.73457, 5.77126, -3.91854], [-8.38145, 1.91535, -5.12633], [-5.94977, 1.31392, -4.86873], [-10.26437, 3.99494, -4.39660], [-9.61480, 3.68714, -6.01388], [-9.44609, 5.24550, -5.31006], [7.92106, -1.98129, 7.50356], [6.91660, -2.31846, 6.44652], [5.59688, -2.28107, 6.65595], [4.77455, -2.64911, 5.63923], [5.25789, -3.04222, 4.36631], [6.64785, -3.04260, 4.20030], [7.46784, -2.67762, 5.25901], [4.30340, -3.37247, 3.31400], [4.50855, -2.77111, 2.07397], [3.60125, -2.88110, 1.03375], [2.52210, -3.66965, 1.16928], [2.20954, -4.15817, 2.38270], [3.08051, -4.04732, 3.43328], [1.47932, -3.58276, 0.17105], [8.23832, -0.96060, 7.30071], [8.71423, -2.71976, 7.51694], [7.42583, -1.95601, 8.47215], [5.29229, -2.00075, 7.65371], [3.69492, -2.67457, 5.70383], [7.01377, -3.50400, 3.29279], [8.54502, -2.63899, 5.23035], [5.31171, -2.05713, 1.94524], [3.59343, -2.30024, 0.11286], [1.20463, -4.50586, 2.56576], [2.70821, -4.19206, 4.44003], [1.30937, -2.55214, -0.00627], [0.66951, -4.29469, 0.32095], [1.77334, -4.05707, -0.77500], [-1.63068, 1.64634, 0.56007], [2.91151, -0.14478, -1.11188], [1.02281, -1.31481, 2.57674], [-1.50554, -1.94256, -1.35280]],
  "mulliken_charge": [0.493, -1.061, 0.274, -0.387, -0.725, 1.060, -0.771, 0.053, 0.799, -0.751, -0.183, 0.063, -0.100, -0.861, -1.004, 0.444, 0.325, 0.250, 0.403, 0.419, 0.484, 0.050, 0.488, 0.432, 0.444, 0.509, 0.309, 0.417, 0.367, -0.965, 0.008, -0.205, -0.732, 0.983, -0.744, -0.157, 0.929, -0.765, -0.496, 0.135, -0.206, -0.534, -0.239, 0.371, 0.377, 0.311, 0.394, 0.503, 0.516, 0.464, 0.443, 0.284, 0.338, 0.315, -0.339, 0.375, 0.367, -0.760, -0.735, -0.715, -0.762],
  "charge": 1,
  "e_homo_ev": -7.76,
  "e_above_lowest_kcal_mol": 0.00,
  "e_lumo_ev": -4.6
}